DFT (wB97M-V/def2-TZVPD) results for a structure of composition C21H31ClCoN2O2 in a non-equilibrium geometry.

Structure (XYZ):
```
58
C21H31ClCoN2O2 | the OMol25 dataset | wB97M-V/def2-TZVPD
C 1.6987 2.2502 2.3594
C -0.8441 2.9024 0.0789
C -0.8526 0.0162 -3.4225
H -2.3014 3.2821 -1.4172
H -1.6875 1.0127 2.4625
C 2.2829 2.8919 0.0350
H 2.4445 -1.3835 1.7732
H 1.2858 -3.3987 3.6187
O -0.6276 4.1896 0.3185
H 2.6735 1.8816 -0.1238
H -0.5859 2.3330 -4.5292
Co -0.3570 0.0247 0.5897
N 0.0358 2.0722 0.5894
H 3.0304 -3.0718 1.7899
H -1.6139 -3.1898 -3.5898
C -1.9167 -2.5236 -0.8015
H 1.5983 -4.6463 0.4304
C 1.1809 2.8569 1.0753
C 0.9150 -2.8927 1.5744
C -0.7716 -2.9392 0.0658
H -0.4364 -3.1332 3.2301
C -1.0964 -1.2180 -2.8101
H -2.8356 2.2529 -0.0490
H -2.1582 -3.3388 -1.4887
H 1.8901 3.2612 -0.9202
H 2.0834 1.2420 2.1621
H 2.5125 2.8724 2.7454
C -1.0159 0.1410 2.3891
H 2.5017 -2.2986 0.2573
H 0.8942 2.2000 3.0971
H 0.1975 4.4372 2.2329
Cl 1.5378 -0.1278 -0.7372
C -0.7627 -2.4973 -3.5279
H 0.6677 -1.7401 3.3767
H -0.4391 -2.2761 -4.5505
C -1.6126 -0.0203 -0.7812
H -0.0226 3.0519 -3.0065
H -2.7746 -2.3438 -0.1301
N -0.0758 -2.1254 0.8084
H -1.5786 -0.7794 2.6141
C 2.3159 -2.3772 1.3320
H -0.1928 0.2582 3.1062
C -0.8627 2.5254 -3.4878
C -1.1524 1.2279 -2.7895
H -0.4749 0.0311 -4.4402
H -2.0212 -0.0371 0.3315
C 0.5599 4.2438 1.2108
H -1.7185 3.2122 -3.4890
C -1.6404 1.2217 -1.4941
C -1.5805 -1.2554 -1.5140
H 1.1880 5.0731 0.8634
C -2.0090 2.4663 -0.7489
H 0.0555 -3.0290 -3.0154
H 0.4866 -5.0521 1.7879
C 0.5844 -2.7808 3.0493
C 0.7354 -4.3055 1.0219
H 3.0708 3.5674 0.3883
O -0.4080 -4.2175 0.0991
```

Properties
- Charge: -1
- Expectation value of S²: 6.03
- LUMO (alpha / beta): 2.96 / 2.93 eV
- Multiplicity: 5
- Orbital gap (alpha / beta): 3.32 / 6.78 eV

DFT (wB97M-V/def2-TZVPD) results for a structure of composition C21H31EuN7OS2 in a non-equilibrium geometry.

Structure (XYZ):
```
63
C21H31EuN7OS2 | the OMol25 dataset | wB97M-V/def2-TZVPD
H -0.9796 -3.8427 0.2195
H -2.6568 0.4004 -3.3160
C -1.4021 2.9546 0.2322
H 2.9932 -4.1429 -5.1930
C 1.6277 -2.3332 -2.6250
H 1.6695 -3.8379 1.0405
C 1.8032 -3.3270 -3.6043
H 3.3887 3.2444 3.6054
S 0.1620 -2.4237 -1.6113
N -2.1199 -0.0991 -1.3071
H -0.7587 2.0103 -3.5893
N 3.5229 -1.9245 2.8836
H 1.0373 -4.0907 -3.6827
H -2.8738 0.1691 1.4171
H -1.9329 2.5267 -2.4016
H -2.3091 -1.0901 -1.3820
C -3.2149 0.6198 -0.6548
C -1.1622 1.7758 -2.6008
H -3.4708 1.5010 -1.2495
C 3.8686 -2.3677 -4.3393
C 2.6158 -1.3260 -2.5101
H -1.0617 -0.3253 -3.0494
S 2.5745 0.0114 -1.3370
C 2.8774 2.4199 3.1379
C 2.8986 -3.3563 -4.4523
H 1.1164 3.1671 2.0701
C -1.6656 -3.9821 1.0559
N -0.1293 1.8626 -1.5688
N -1.5290 1.6348 0.8687
Eu 0.2409 -0.3027 0.0503
C 1.7574 2.3524 2.3724
C 3.7170 -1.3787 -3.3826
N 1.5136 1.0529 1.9884
H 4.1549 0.8259 3.7102
H -2.3577 -2.1386 3.8388
C 2.5775 -1.1082 2.3514
H 3.8968 -4.0375 2.6732
C 3.2695 -3.1993 2.4213
H 0.7238 3.0770 -0.1491
H -1.2785 1.7006 1.8466
N 3.3227 1.1189 3.2314
H 0.7973 1.7705 -1.9727
H 4.4678 -0.6023 -3.2859
C 2.1635 -3.0844 1.6353
H -2.3184 3.1657 -0.3238
H -3.6536 1.7297 1.1334
C -1.8447 -2.7202 1.8398
H 4.3021 -1.6647 3.4599
N 1.7415 -1.7829 1.6129
H -1.3141 -4.7715 1.7269
O -1.3053 -1.6812 1.5336
C 2.4723 0.3372 2.5239
H 4.7355 -2.3646 -4.9930
C -2.7709 -2.7500 3.0379
C -1.7835 0.3842 -2.6472
H -4.1275 0.0153 -0.6128
H -0.2771 3.9804 -1.2848
H -2.9631 -3.7620 3.3925
C -0.2063 3.0373 -0.7205
H -2.6438 -4.3046 0.6820
H -3.7257 -2.3050 2.7413
H -1.3197 3.7477 0.9814
C -2.8696 1.0467 0.7728
```

Properties
- Charge: 0
- Expectation value of S²: 15.76
- LUMO (alpha / beta): 0.07 / 0.06 eV
- Multiplicity: 8
- Orbital gap (alpha / beta): 5.13 / 5.58 eV

DFT (wB97M-V/def2-TZVPD) results for a structure of composition C21H31F5OP2Ti in a non-equilibrium geometry.

Structure (XYZ):
```
61
C21H31F5OP2Ti | the OMol25 dataset | wB97M-V/def2-TZVPD
F -0.0011 2.7122 6.1778
C 1.5461 -0.5440 -7.1244
C 0.4251 1.6047 -6.2272
H 1.6586 -1.0326 -8.1109
C 0.4840 0.8994 -3.2964
H -2.8611 0.9332 -6.5546
H 0.5480 -1.0095 -4.1929
C -1.4589 -0.4952 -7.3763
H -1.9428 1.5367 -7.9321
P 0.1504 -1.7216 -2.0694
H 1.5804 0.9346 -3.4239
C 0.5100 2.3378 2.5891
C -1.8580 0.9515 -6.9987
H 0.5187 -2.5998 0.2300
C -0.0641 -0.5238 -3.4349
H -1.9523 -2.8271 -2.5436
C -1.0334 1.2605 4.5998
H 2.5489 -0.5583 -6.6680
H -0.8503 -3.8302 -1.5623
H 2.5286 -1.3678 -2.1577
H 0.5748 1.0124 -8.3018
Ti -0.7785 0.0071 -0.6195
H 2.0885 -2.8927 -1.3225
F 1.3655 2.8235 1.6434
C -0.9114 1.6411 -6.0610
C 0.1675 -1.5963 0.5020
H -1.8315 3.3610 -1.4643
C -0.4501 1.3704 2.2282
C 1.1331 0.9273 -7.3598
H -1.3653 -1.8517 -5.6549
H 2.0040 -2.8009 -3.1296
H 1.1057 -2.1623 -5.7049
H 1.1400 3.3182 -0.4472
H -1.4801 3.2232 -3.2313
H -1.0946 -0.5223 -3.8083
F -2.1087 -0.1453 3.0353
H -2.3976 -1.0356 -7.5736
H 1.0025 -1.0833 1.0090
C 1.8733 -2.2470 -2.1862
H -0.6214 -1.7377 1.2692
C -1.2109 0.8368 3.2935
H -0.5547 -3.6554 -3.3343
C -0.9097 -3.1486 -2.4229
H 0.0460 1.4937 -4.1045
C 0.6553 2.7790 3.8883
H 2.0729 1.4833 -7.5128
P -0.0163 1.8723 -1.8678
F 1.5542 3.7390 4.1858
H 2.1874 2.7297 -1.7654
C -0.1121 2.2527 4.9154
C 0.6115 -1.3487 -6.2653
O -0.6012 0.9344 0.9909
H -0.9041 -0.4920 -8.3231
H 0.9567 4.0170 -2.1012
H -1.3897 2.3508 -5.3685
F -1.7628 0.7164 5.5867
C 1.1911 3.1177 -1.5223
H -2.4166 1.9386 -2.3694
H 1.0947 2.2333 -5.6235
C -1.5960 2.6723 -2.2899
C -0.7309 -1.2534 -6.3131
```

Properties
- Charge: 0
- Expectation value of S²: 2.01
- LUMO (alpha / beta): 0.37 / 0.28 eV
- Multiplicity: 3
- Orbital gap (alpha / beta): 5.52 / 6.86 eV